Formula: C5H12NO2
Source: the OMol25 dataset
Level of theory: wB97M-V/def2-TZVPD

Calculated values
Strongest force on any atom ... 4.8 eV/A
Kohn-Sham gap ... 6.6 eV
HOMO level ... -2.867 eV

Geometry as ORCA input:
```
! wB97M-V def2-TZVPD RIJCOSX def2/J DEFGRID3
* xyz -1 1
C 0.764 0.062 0.895
N 1.523 -0.882 0.084
C 2.752 -0.059 -0.655
O 2.927 1.149 -0.228
C -0.337 0.848 0.168
C -1.436 0.034 -0.537
C -2.411 -0.557 0.445
O -2.270 1.108 -1.452
H 0.279 -0.533 1.656
H 1.365 0.836 1.408
H 2.042 -1.546 0.646
H 2.514 -0.137 -1.741
H 3.503 -0.896 -0.562
H 0.208 1.350 -0.633
H -0.747 1.574 0.862
H -1.011 -0.836 -1.060
H -2.077 -1.374 1.117
H -2.680 0.189 1.217
H -3.397 -0.851 0.099
H -1.511 0.521 -1.729
*
```

Atom charges from the Mulliken analysis, given in e for atoms 1 to 2:
1. C -0.676
2. N -0.637